[1]
A molecular structure, H15O8Y, computed with ωB97M-V/def2-TZVPD.

Summary:
* energy: -648.860407 Eh
* relative energy (zero: lowest compared OMol25 entry of this formula, charge and spin): 2.3 kcal/mol
* lowest unoccupied orbital energy: -6.841 eV
* E_HOMO: -15.8615 eV

Geometry as ORCA input:
```
! RIJCOSX wB97M-V def2-TZVPD def2/J DEFGRID3
* xyz 2 1
Y -16.9554 -23.7584 45.1523
O -17.6517 -25.3392 43.7409
H -18.2220 -24.8937 43.0845
O -15.5179 -23.6687 43.2498
H -15.0112 -24.4315 42.9714
H -15.1742 -22.9470 42.7233
O -19.1390 -22.9305 45.7753
H -19.3732 -22.6971 46.6736
H -19.9455 -23.2858 45.4016
O -17.0724 -22.7896 47.3649
H -17.8340 -22.6497 47.9276
H -16.3479 -22.3762 47.8344
O -16.3490 -21.4598 45.1438
H -16.9358 -20.7650 44.8453
H -15.5627 -21.0000 45.4380
O -18.2524 -22.2482 43.3934
H -19.0938 -21.9000 43.6886
H -18.3540 -22.3510 42.4471
O -17.2676 -25.5151 46.6379
H -16.7678 -26.3017 46.8563
H -18.1094 -25.6359 47.0772
O -14.7098 -23.9560 46.0906
H -13.9063 -24.0266 45.5751
H -14.4243 -24.0716 46.9969
*
```



[2]
A molecular structure, H16N2O14Zn3, computed with ωB97M-V/def2-TZVPD.

Summary:
* energy: -6508.692752 Eh
* relative energy (zero: lowest compared OMol25 entry of this formula, charge and spin): 0.0 kcal/mol
* lowest unoccupied orbital energy: -13.739 eV
* E_HOMO: -20.5400 eV

Geometry as ORCA input:
```
! RIJCOSX wB97M-V def2-TZVPD def2/J DEFGRID3
* xyz 4 1
Zn 1.4765 0.7244 -3.1505
Zn -3.2960 -1.8153 -0.4688
Zn 1.1043 0.0173 2.7462
N -0.1631 -0.4415 -0.4534
O -1.3058 -0.9492 -0.4358
O 0.4750 -0.2856 -1.5293
O 0.2593 -0.0598 0.6738
N -2.9508 -0.6426 2.3619
O -3.4056 -0.9157 1.1595
O -3.0926 0.4693 2.7944
O -2.3534 -1.5449 2.9346
O -0.3126 1.0904 3.5357
H -1.0785 1.3203 2.9463
H -0.5777 1.3747 4.4285
O 2.6565 -1.0826 2.0776
H 2.8742 -1.0503 1.1393
H 3.4751 -1.3584 2.5316
O 3.1986 -0.1403 -2.7055
H 4.0880 0.2600 -2.7276
H 3.2907 -0.9587 -2.1952
O -0.1917 1.8909 -3.4619
H -1.0580 1.8013 -3.0425
H -0.3358 2.4722 -4.2315
O -2.4335 -3.5891 -0.1823
H -2.9916 -4.3304 0.1211
H -1.5215 -3.8963 -0.0831
O 0.8019 -0.5707 -4.5291
H 0.0232 -1.1343 -4.4126
H 0.9820 -0.5781 -5.4873
O -1.4968 2.5224 1.5584
H -2.0526 2.3309 0.7941
H -0.6630 2.8242 1.1825
O 2.0152 1.7771 2.2094
H 2.9466 1.8509 1.9516
H 1.6136 2.6176 1.9499
*
```



[3]
5 unconnected molecules or ions with the total composition H16N5, computed with ωB97M-V/def2-TZVPD.

Summary:
* energy: -283.160638 Eh
* relative energy (zero: lowest compared OMol25 entry of this formula, charge and spin): 16.5 kcal/mol
* lowest unoccupied orbital energy: -2.816 eV
* E_HOMO: -12.9200 eV

Geometry as ORCA input:
```
! RIJCOSX wB97M-V def2-TZVPD def2/J DEFGRID3
* xyz 1 1
N 0.3650 0.1191 0.6001
H -0.2702 -0.2670 -0.1290
H 0.3839 1.1478 0.6787
H 0.1449 -0.2974 1.5291
H 1.2577 -0.1846 0.1892
N 0.2484 3.2654 0.2878
H 0.2756 3.4093 -0.7192
H 0.9711 3.8639 0.6761
H -0.5824 3.7540 0.5943
N -1.0282 -1.6503 2.3573
H -0.8133 -1.5606 3.3416
H -0.9448 -2.6491 2.1514
H -2.0125 -1.5050 2.1441
N -1.9953 0.1991 -1.1613
H -2.0448 1.2147 -1.2417
H -2.9006 -0.1103 -0.8419
H -1.6429 -0.1530 -2.0455
N 2.5080 -1.9373 -2.0362
H 3.1746 -2.1331 -2.7563
H 1.6070 -1.9791 -2.4885
H 2.5939 -2.4246 -1.1694
*
```



[4]
9 unconnected molecules or ions with the total composition H16NO11, computed with ωB97M-V/def2-TZVPD.

Summary:
* energy: -891.923826 Eh
* relative energy (zero: lowest compared OMol25 entry of this formula, charge and spin): 48.8 kcal/mol
* lowest unoccupied orbital energy: 2.790 eV
* E_HOMO: -7.2124 eV

Geometry as ORCA input:
```
! RIJCOSX wB97M-V def2-TZVPD def2/J DEFGRID3
* xyz -1 1
N -0.6011 0.0733 -0.0179
O -0.9502 -0.5807 -1.0340
O -1.0859 1.1873 0.1831
O 0.3302 -0.4319 0.6860
O -1.8836 1.0288 2.8681
H -1.4773 1.2435 2.0286
H -2.0688 0.0697 2.7996
O 1.9872 2.4273 1.7435
H 1.4363 1.7516 1.2498
H 1.6330 3.3599 1.5488
O 0.3606 -1.2202 3.4072
H 0.5238 -1.1124 2.5549
H -0.5497 -1.2507 3.4977
O 0.4374 0.3113 -3.3262
H 0.5356 1.3333 -3.0828
H 0.0725 -0.2254 -2.5489
O -2.8750 2.6356 -1.6353
H -2.4079 3.2833 -2.0637
H -2.4209 1.8690 -1.4098
O 2.5214 -2.8099 1.1474
H 3.3117 -3.0839 0.8206
H 2.5405 -1.9099 0.6859
O 2.9255 -0.5603 -0.4639
H 2.1113 -0.3172 -0.0953
H 2.7314 -0.7343 -1.4484
O -2.3171 -2.5415 -2.7645
H -2.6141 -1.8058 -3.2928
H -2.2070 -1.9898 -2.0380
*
```



[5]
8 unconnected molecules or ions with the total composition H16O8, computed with ωB97M-V/def2-TZVPD.

Summary:
* energy: -611.498893 Eh
* relative energy (zero: lowest compared OMol25 entry of this formula, charge and spin): 4.5 kcal/mol
* lowest unoccupied orbital energy (alpha / beta): 3.299 / 3.072 eV
* <S²>: 0.751
* E_HOMO (alpha / beta): 0.0567 / -7.9873 eV

Geometry as ORCA input:
```
! RIJCOSX wB97M-V def2-TZVPD def2/J DEFGRID3
* xyz -1 2
O 2.2132 0.3837 -1.7375
H 2.4626 0.8900 -0.9644
H 2.4378 0.9484 -2.4770
O 0.4584 -2.9692 1.8122
H 0.1707 -2.2391 1.2641
H 0.9619 -2.5581 2.5148
O -0.3851 -0.5544 0.3016
H -0.9405 0.2139 0.1697
H 0.1334 -0.6162 -0.5007
O -3.3682 -1.3113 -1.9245
H -2.4308 -1.1278 -1.9857
H -3.7823 -0.4483 -1.9261
O 0.0167 2.3393 1.0901
H -0.1373 2.5105 0.1610
H 0.5117 3.0995 1.3954
O -1.8482 -0.0292 2.7723
H -1.7475 -0.7870 3.3483
H -1.2084 -0.1713 2.0747
O -0.8165 -0.2186 -2.4991
H -1.1076 0.1858 -3.3165
H -0.1457 0.3757 -2.1629
O 3.0051 1.0523 0.8368
H 2.0901 0.8195 0.9943
H 3.4566 0.2118 0.7592
*
```



[6]
8 unconnected molecules or ions with the total composition H16O8, computed with ωB97M-V/def2-TZVPD.

Summary:
* energy: -611.431162 Eh
* relative energy (zero: lowest compared OMol25 entry of this formula, charge and spin): 95.0 kcal/mol
* lowest unoccupied orbital energy: -0.292 eV
* E_HOMO: -10.3926 eV

Geometry as ORCA input:
```
! RIJCOSX wB97M-V def2-TZVPD def2/J DEFGRID3
* xyz 0 1
O -0.2629 1.6110 -0.0871
H -0.0586 2.3811 -0.6296
H 0.5450 1.4573 0.4157
O 0.3434 -3.5803 0.7713
H 0.5013 -3.4911 1.7179
H 0.6813 -2.7581 0.3987
O 3.8324 -1.9144 -0.7181
H 3.9972 -1.5520 -1.5959
H 3.5727 -1.1487 -0.1933
O 2.7422 4.4797 -1.3788
H 2.2824 4.5400 -2.2238
H 3.1729 3.6179 -1.4072
O -4.8158 -0.8116 -1.2743
H -4.5979 -0.5298 -2.1699
H -4.1203 -0.4244 -0.7308
O -3.0209 1.9495 3.6502
H -3.0473 2.9024 3.7928
H -2.5093 1.8476 2.8398
O -2.9909 -0.9946 -2.0834
H -3.5221 -1.7681 -1.8628
H -2.1369 -1.3616 -2.3384
O 2.7441 -1.4624 1.6696
H 3.3409 -2.0900 1.2465
H 3.3273 -0.8991 2.1908
*
```



[7]
A molecular structure, H16O8, computed with ωB97M-V/def2-TZVPD.

Summary:
* energy: -610.923148 Eh
* relative energy (zero: lowest compared OMol25 entry of this formula, charge and spin): 413.8 kcal/mol
* lowest unoccupied orbital energy: -0.499 eV
* E_HOMO: -7.2949 eV

Geometry as ORCA input:
```
! RIJCOSX wB97M-V def2-TZVPD def2/J DEFGRID3
* xyz 0 1
O -10.3189 -14.0116 24.5453
H -10.3318 -14.7794 25.1168
H -11.1665 -14.0291 24.1009
O -8.3302 -14.1637 24.3233
H -9.2737 -14.0406 24.4277
H -8.0404 -13.3934 23.8344
O -6.4264 -14.6668 24.0384
H -7.3734 -14.5336 24.0795
H -6.1016 -13.9251 23.5278
O -5.9695 -13.1150 22.5597
H -6.8963 -12.8778 22.5275
H -5.5062 -12.2993 22.3694
O -9.6441 -12.9258 26.0978
H -9.5867 -13.3325 25.2332
H -10.4526 -13.2741 26.4737
O -7.8989 -12.6153 23.0843
H -8.3892 -12.5517 22.2647
H -8.2424 -11.9042 23.6252
O -10.7540 -12.1183 22.8282
H -10.4589 -12.6538 23.5646
H -10.0608 -12.2070 22.1740
O -9.8703 -15.7642 25.4830
H -8.9736 -15.8346 25.8105
H -9.9462 -16.4675 24.8382
*
```



[8]
8 unconnected molecules or ions with the total composition H16O8, computed with ωB97M-V/def2-TZVPD.

Summary:
* energy: -611.452129 Eh
* relative energy (zero: lowest compared OMol25 entry of this formula, charge and spin): 81.9 kcal/mol
* lowest unoccupied orbital energy: 0.161 eV
* E_HOMO: -10.6158 eV

Geometry as ORCA input:
```
! RIJCOSX wB97M-V def2-TZVPD def2/J DEFGRID3
* xyz 0 1
O -0.6115 -0.7508 -0.6150
H -0.7375 0.0597 -0.1088
H 0.2079 -1.1198 -0.2665
O 2.0759 -0.9008 0.6910
H 1.9512 -0.7720 -0.2560
H 1.3047 -0.4807 1.0883
O -1.6388 -0.4659 -3.0298
H -0.9354 -0.0847 -3.5673
H -2.1375 -1.0112 -3.6486
O -0.7716 0.7162 2.4045
H -0.8659 0.4782 3.3338
H 0.1331 0.4636 2.1884
O 5.1933 -1.7393 0.6505
H 4.3856 -2.1786 0.3614
H 5.6085 -1.4486 -0.1692
O 1.4975 1.5452 0.1673
H 0.9603 2.2867 -0.1339
H 1.6790 1.7475 1.0920
O -1.8850 1.9481 -2.7061
H -2.2347 1.8318 -3.5967
H -2.0415 2.8793 -2.5125
O -4.0302 -0.8358 3.0447
H -3.5509 -1.6211 3.3319
H -3.5564 -0.5471 2.2565
*
```



[9]
8 unconnected molecules or ions with the total composition H16O8, computed with ωB97M-V/def2-TZVPD.

Summary:
* energy: -611.367603 Eh
* relative energy (zero: lowest compared OMol25 entry of this formula, charge and spin): 134.9 kcal/mol
* lowest unoccupied orbital energy: -0.050 eV
* E_HOMO: -8.7937 eV

Geometry as ORCA input:
```
! RIJCOSX wB97M-V def2-TZVPD def2/J DEFGRID3
* xyz 0 1
O -0.6899 0.3368 -0.0385
H -0.6230 0.8361 -0.8602
H 0.2263 0.1679 0.2085
O 3.4576 -3.1869 -0.5562
H 3.4600 -2.2903 -0.2024
H 4.1213 -3.6480 -0.0309
O 0.1971 -2.0117 3.3293
H 0.2533 -1.0882 3.0589
H 0.7079 -2.4830 2.6616
O -3.7718 0.3436 4.0924
H -3.2138 0.0958 3.3466
H -4.6292 -0.0436 3.8827
O -0.7600 1.3098 1.4840
H -0.8321 2.1277 1.9889
H -0.0272 0.8415 1.8997
O 0.5997 3.5806 0.9272
H 1.1130 4.3949 0.8777
H -0.2979 3.8556 0.7087
O -0.7524 2.2082 -5.8408
H -0.8540 1.5741 -6.5595
H -1.1733 1.7784 -5.0877
O 1.5530 -2.9029 -3.1592
H 1.0683 -3.2827 -2.4177
H 0.8670 -2.5137 -3.7132
*
```



What is the energy in the first record? -648.860407 Eh



The lowest energy belongs to which entry? H16N2O14Zn3